This record from OMol25 describes a molecular structure, C18H15I2N4OTl. The level of theory is the ωB97M-V functional and the def2-TZVPD basis.

The geometry in XYZ format:
```
41
Properties=species:S:1:pos:R:3:forces:R:3
Tl 2.3191 -0.2210 2.7180 0.3 0.0 0.3
I 1.3328 0.7795 6.6303 0.0 0.0 -0.1
I 2.5333 -0.5926 8.5498 0.0 0.0 0.0
O 4.1614 -0.0836 0.9785 -0.2 0.1 0.0
N -6.6446 -0.4644 -4.0735 0.0 0.0 0.0
N 0.6346 -1.7090 1.1070 -0.2 -0.1 -0.1
N 0.4983 1.1876 1.1547 -0.2 0.1 -0.1
N 6.0669 0.2776 -0.1398 0.0 0.0 0.0
C -1.0612 -0.3170 -0.1028 -0.1 0.0 0.0
C -3.2886 -0.7233 -3.1241 0.0 0.0 0.0
C -2.2735 -0.3540 -0.9770 -0.1 0.0 0.0
C 4.8325 0.6276 0.2142 0.1 0.0 0.0
C -0.4304 3.1686 0.3395 0.1 0.1 0.0
C -2.1600 -0.6944 -2.3212 0.1 0.0 0.0
C -5.7082 -0.4468 -3.4099 0.0 0.0 0.0
C -1.0925 2.1998 -0.2872 0.0 0.0 0.0
C -3.5174 -0.0457 -0.4326 0.0 0.0 0.0
C 4.2977 1.9206 -0.3404 0.0 0.0 0.1
C -4.6491 -0.0813 -1.2314 0.0 0.0 0.0
C -4.5340 -0.4185 -2.5783 0.0 0.0 0.0
C 0.5507 2.4743 1.2334 0.0 0.0 0.0
C 0.7630 -2.9885 1.2131 0.0 0.0 0.0
C -0.5463 0.9301 0.2359 0.0 -0.1 0.0
C -0.3274 -3.7572 0.5263 0.1 -0.1 0.0
C -0.5337 -1.5323 0.3325 0.0 0.0 0.0
C -1.1303 -2.8413 -0.0070 0.0 0.1 0.0
H -1.8775 2.2862 -1.0204 0.0 -0.1 0.0
H -0.5408 4.2377 0.2405 0.0 0.0 0.0
H 4.9191 2.3341 -1.1304 0.0 0.0 0.0
H 1.2563 2.9678 1.8943 0.0 0.0 0.0
H 6.6312 0.8439 -0.7497 0.0 0.0 0.0
H -5.6203 0.1502 -0.8158 0.0 0.0 0.0
H -3.2093 -0.9804 -4.1714 0.0 0.0 0.0
H 6.4705 -0.5668 0.2353 0.0 0.0 0.0
H 4.2401 2.6457 0.4734 0.0 0.0 0.0
H -1.1906 -0.9258 -2.7475 0.0 0.0 0.0
H -0.4110 -4.8330 0.4992 0.0 0.0 0.0
H 1.5900 -3.4293 1.7606 0.0 0.0 0.0
H 3.2923 1.7461 -0.7218 0.0 0.0 0.0
H -3.6061 0.2128 0.6163 0.0 0.0 0.0
H -2.0371 -2.9837 -0.5709 0.0 0.0 0.0
```
Forces are in eV/Å.

The value obtained for the HOMO energy is -13.37 eV. The max |F| comes out at 0.41 eV/A. The calculation puts the LUMO energy at -10.38 eV. The orbital gap comes out at 2.9946 eV. Its charge is +2. The total energy comes out at -1756.43715 a.u.

Löwdin population analysis, charges in e, atoms 1 to 5: 0.9188, -0.0368, 0.0999, -0.2215, 0.2059

This record from OMol25 describes a molecular structure, C18H15N2OSeW at a distorted geometry. The level of theory is the ωB97M-V functional and the def2-TZVPD basis.

The geometry in XYZ format:
```
38
Properties=species:S:1:pos:R:3:forces:R:3
W 0.1121 0.5115 -0.1981 -1.9 -1.5 0.1
Se 0.4380 3.0402 0.4310 0.0 0.2 -0.2
O 0.3526 -1.6487 -2.4709 0.0 0.0 0.2
N -1.9667 3.8097 -1.1972 0.1 0.0 0.0
N 4.1777 -2.0844 5.5543 0.0 0.0 0.0
C 1.1794 -0.5381 1.2908 0.1 0.2 0.1
C -1.5573 -0.1139 0.1241 1.5 0.5 -0.4
C 0.7993 -0.6656 -1.6435 -0.2 0.5 0.2
C -5.3668 -1.7431 1.1895 0.1 0.0 0.0
C -1.0473 3.4932 -0.5740 0.0 0.0 0.1
C 2.2731 -0.4521 -1.9586 0.0 0.1 0.1
C -3.8517 -0.9055 -0.4908 -0.1 0.0 -0.1
C 2.4581 0.0058 1.5507 -0.1 0.0 0.1
C 3.2277 -0.3618 2.6441 0.0 -0.1 -0.1
C 2.7577 -1.3507 3.5048 0.2 -0.1 0.3
C -3.1806 -0.9339 1.8081 0.0 0.0 0.1
C 1.5158 -1.9437 3.2557 0.0 0.0 0.0
C -5.0794 -1.4498 -0.1370 0.1 0.0 0.0
C -4.4080 -1.4763 2.1602 0.1 0.0 0.0
C 0.7473 -1.5418 2.1790 0.1 0.1 0.0
C 3.5490 -1.7594 4.6457 -0.2 0.1 -0.3
C -1.0099 -2.0056 -2.3341 0.1 -0.1 0.0
C -2.8704 -0.6421 0.4722 0.4 0.1 -0.1
H 2.5748 0.5906 -1.8181 0.0 0.0 0.0
H -4.6197 -1.6892 3.2020 0.0 0.0 0.0
H 1.1566 -2.7128 3.9293 0.0 0.0 0.0
H 2.8529 0.7849 0.8990 0.0 0.0 0.0
H -1.2169 -2.3899 -1.3347 0.0 0.0 0.0
H -1.1966 -2.7700 -3.0872 0.0 0.0 0.0
H 2.4940 -0.7294 -2.9916 0.0 0.1 0.0
H -1.6429 -1.1351 -2.4988 0.0 0.0 0.0
H -6.3241 -2.1684 1.4641 0.0 0.0 0.0
H -5.8203 -1.6404 -0.9051 0.0 0.0 0.0
H -0.2206 -2.0006 2.0163 0.0 0.0 0.0
H -3.6434 -0.6619 -1.5254 0.0 0.0 0.0
H -2.4340 -0.7204 2.5638 0.0 0.0 0.0
H 2.8914 -1.0650 -1.2927 0.0 -0.1 0.0
H 4.1856 0.1048 2.8376 0.0 0.0 0.0
```
Forces are in eV/Å.

The value obtained for the HOMO energy is -4.04 eV. The max |F| comes out at 2.43 eV/A. The calculation puts the LUMO energy at 2.72 eV. The orbital gap comes out at 6.7610 eV. Its charge is -1. The total energy comes out at -3348.13170 a.u.

Löwdin population analysis, charges in e, atoms 1 to 5: 0.9960, 0.4777, -0.1791, 0.0176, 0.1170

This record from OMol25 describes a molecular structure, C18H16AuF2N2PS4 at a distorted geometry. The level of theory is the ωB97M-V functional and the def2-TZVPD basis.

The geometry in XYZ format:
```
44
Properties=species:S:1:pos:R:3:forces:R:3
Au 0.4234 -0.3069 -2.3801 0.1 0.5 -0.4
S 1.7418 2.7019 -4.0969 0.6 0.8 -0.6
S 1.9269 1.0171 -5.2822 -0.7 0.5 -1.1
S 0.9996 2.2082 -2.2903 -0.3 -1.2 0.9
S 2.0608 -0.5666 -4.1683 -0.3 -0.8 1.7
P -0.3918 -0.1028 -0.0626 0.2 0.3 0.3
F -1.9730 -1.7560 -2.9178 0.0 0.0 0.0
F -0.3970 -3.1059 -2.1834 -0.1 0.0 -0.1
N 2.5495 -0.5135 -0.4859 -0.1 0.0 -0.1
N 0.8053 -0.6760 1.0176 0.0 0.0 -0.5
C 2.1548 -0.8831 0.7194 -0.1 0.1 -0.1
C 4.3466 -1.5880 1.3033 0.1 0.0 0.0
C -0.6157 1.6502 0.3731 0.1 0.0 -0.1
C 4.7712 -1.1963 0.0366 0.0 0.0 0.1
C -0.6381 -2.0212 -2.9914 0.8 0.1 0.2
C -1.7349 2.3222 -0.1221 0.0 -0.1 0.0
C 0.1796 3.7046 1.3409 0.0 -0.1 0.0
C -3.4925 -0.9975 2.4529 0.0 -0.1 0.0
C 0.3433 2.3445 1.0975 0.0 0.0 0.0
C -2.4277 -0.3479 1.8481 0.0 0.1 0.0
C -1.8541 -0.8774 0.6912 0.0 -0.2 -0.3
C 3.8295 -0.6703 -0.8238 -0.1 0.0 0.0
C -0.9386 4.3647 0.8593 0.0 0.0 0.0
C -2.3571 -2.0575 0.1485 -0.1 0.0 0.2
C -3.9948 -2.1736 1.9051 0.0 0.1 0.0
C -1.8994 3.6721 0.1283 0.0 0.0 0.0
C -3.4286 -2.7022 0.7550 0.1 0.1 0.0
C 3.0238 -1.4369 1.6610 -0.1 0.0 0.1
H 2.6631 -1.7347 2.6378 0.0 0.0 0.0
H 1.2224 1.8289 1.4633 0.0 0.0 0.0
H 5.8014 -1.3012 -0.2723 0.0 0.0 0.0
H -3.8192 -3.6158 0.3252 0.0 0.0 0.0
H -1.0622 5.4241 1.0447 0.0 0.0 0.0
H -2.7680 4.1906 -0.2563 0.0 0.0 0.0
H 5.0494 -2.0126 2.0092 0.0 0.0 0.0
H -4.8315 -2.6754 2.3756 0.0 0.0 0.0
H -3.9374 -0.5815 3.3479 0.0 0.0 0.0
H -0.4075 -2.3081 -4.0134 0.0 0.0 0.0
H -2.0557 0.5818 2.2650 0.0 0.0 0.0
H 0.4975 -0.9995 1.9199 -0.1 0.0 0.0
H -1.9140 -2.4728 -0.7409 0.0 0.0 0.0
H -2.4716 1.7814 -0.7074 0.0 0.1 0.0
H 0.9307 4.2479 1.8996 0.0 0.0 0.0
H 4.0898 -0.3591 -1.8306 0.0 0.0 0.0
```
Forces are in eV/Å.

The value obtained for the HOMO energy (spin up / spin down) is -6.43 / -6.43 eV. The max |F| comes out at 1.89 eV/A. The calculation puts the LUMO energy (spin up / spin down) at -1.28 / -1.28 eV. The orbital gap (spin up / spin down) comes out at 5.1495 / 5.1484 eV. Its charge is 0. The total energy comes out at -3074.57589 a.u.

Löwdin population analysis, charges in e, atoms 1 to 5: 0.5367, -0.1283, -0.1064, -0.0507, 0.0307

This record from OMol25 describes a molecular structure, C18H16Br2ClN6O4STi at a distorted geometry. The level of theory is the ωB97M-V functional and the def2-TZVPD basis.

The geometry in XYZ format:
```
49
Properties=species:S:1:pos:R:3:forces:R:3
Br 1.2108 1.6868 -6.5909 0.0 0.1 -0.2
Br -5.2520 3.1728 -2.5759 -0.1 0.1 -0.1
Ti 0.0671 -0.1151 -0.2914 -0.6 -0.8 0.7
Cl 0.2530 1.5422 1.8642 -0.3 0.2 -0.2
S -0.5266 -2.4767 -1.3151 0.1 0.0 -0.2
O 0.6187 1.7704 0.3907 0.1 0.0 1.3
O -0.6238 0.3236 1.7495 0.5 0.6 0.5
O -0.4785 2.6461 2.3731 0.4 -0.6 -0.4
O 1.4290 1.2516 2.6152 -0.6 0.1 -0.5
N 1.6262 -1.1445 0.6632 0.8 -0.4 0.6
N 6.3396 -0.4763 0.9708 -0.1 0.0 0.0
N -1.6684 -4.8252 -1.0004 0.1 0.1 -0.1
N -2.4217 -3.2071 0.4221 0.1 0.0 -0.1
N -1.7998 0.5706 -0.9563 -0.8 0.4 -0.2
N 0.5720 0.2751 -2.2207 0.3 0.4 -1.5
C 1.3234 -2.1016 1.5533 0.3 0.0 0.1
C -3.8656 2.1075 -1.9282 0.0 0.0 0.0
C -0.2041 1.4482 -4.1557 -0.1 0.2 -0.1
C 1.9204 0.3606 -4.2052 0.2 -0.1 0.1
C 2.8917 -0.7385 0.5758 0.1 -0.1 0.0
C 5.2633 -0.8427 1.1311 -0.3 -0.1 0.2
C 3.5897 -2.2793 2.2608 0.1 -0.2 0.2
C -3.3931 -4.0872 1.0515 0.0 0.1 0.0
C 0.9568 1.1254 -4.8333 -0.1 0.0 0.0
C -1.6077 -3.5565 -0.5795 -0.2 -0.2 0.2
C 1.6834 -0.0458 -2.9133 -0.2 0.0 0.3
C -2.6692 2.0394 -2.6093 0.1 0.1 -0.2
C -1.6542 1.2417 -2.1038 0.4 -0.1 -0.6
C -2.9691 0.6556 -0.3023 0.3 -0.1 0.1
C -4.0362 1.3902 -0.7550 -0.1 0.0 0.1
C 2.2707 -2.6789 2.3755 -0.1 0.0 -0.1
C -0.3675 1.0171 -2.8536 -0.5 -0.1 0.2
C 3.9055 -1.3006 1.3354 0.4 0.3 -0.2
H 2.8329 0.0767 -4.7095 0.0 0.0 0.0
H -1.0711 -5.1038 -1.7590 0.0 0.0 0.0
H -2.9030 -4.9150 1.5655 0.0 0.0 0.0
H -4.9600 1.4267 -0.1962 0.0 0.0 0.0
H 1.9720 -3.4353 3.0870 0.0 0.0 0.0
H 0.2876 -2.4015 1.6011 -0.1 0.0 0.0
H -3.9501 -3.5128 1.7858 0.0 0.0 0.0
H -2.3784 -2.2406 0.6915 0.0 0.0 0.1
H -2.5339 2.6075 -3.5169 0.0 0.0 0.0
H 2.3961 -0.6702 -2.3910 0.0 0.0 0.0
H -4.1043 -4.4779 0.3211 0.0 0.0 0.0
H 4.3648 -2.7134 2.8790 0.0 0.0 0.0
H -3.0214 0.1367 0.6451 0.0 0.0 0.0
H -2.3370 -5.4852 -0.6443 0.0 0.0 0.0
H -0.9706 2.0195 -4.6568 0.0 0.0 0.0
H 3.1214 0.0613 -0.1170 -0.1 0.0 0.0
```
Forces are in eV/Å.

The value obtained for the HOMO energy (spin up / spin down) is -9.47 / -12.03 eV. The max |F| comes out at 1.59 eV/A. The calculation puts the LUMO energy (spin up / spin down) at -3.47 / -3.59 eV. The orbital gap (spin up / spin down) comes out at 6.0014 / 8.4331 eV. Its spin multiplicity is 3. Its charge is +1. Its expectation value of S² is 2.012. The total energy comes out at -8180.54754 a.u.

Löwdin population analysis, charges in e, atoms 1 to 5: 0.8492, 0.8520, 0.6502, 0.7758, 0.7223

This record from OMol25 describes C18H16ClN3O in the gas phase. The level of theory is the ωB97M-V functional and the def2-TZVPD basis.

The geometry in XYZ format:
```
39
Properties=species:S:1:pos:R:3:forces:R:3
Cl -5.0293 0.8573 -4.2490 -0.1 0.0 -0.2
O 0.0352 3.0990 0.5024 0.0 0.3 0.2
N 0.3231 0.9157 -0.0154 0.1 -0.1 0.1
N -1.2338 2.2304 -1.1659 0.1 0.5 -0.2
N 4.0554 1.3547 2.9894 0.3 0.0 0.5
C -4.5347 -0.2544 -1.8417 -0.1 0.0 -0.1
C 1.5625 -0.6758 1.3916 -0.2 -0.2 0.0
C 2.5104 1.5844 0.9360 -0.5 0.2 -0.5
C 3.3724 1.4608 2.0787 0.2 0.1 0.1
C 0.2091 -0.1547 -0.9845 0.0 -0.4 -0.4
C -4.1435 0.6940 -2.7739 0.1 0.0 0.3
C -2.7336 0.4579 -0.4119 0.0 0.2 0.0
C 2.3851 -3.2877 1.8202 0.0 -0.1 0.0
C 2.1831 -2.8301 0.5298 0.0 0.0 0.0
C -3.0542 1.5146 -2.5497 0.0 0.0 0.1
C 2.1639 -2.4455 2.8967 0.0 0.0 0.1
C 1.4986 -0.9717 -1.0563 -0.2 0.1 0.1
C -0.2781 2.1255 -0.1565 -0.1 0.1 -0.2
C -3.8224 -0.3573 -0.6598 0.0 0.0 -0.1
C 1.7795 -1.5232 0.3090 0.0 0.0 0.0
C -2.3299 1.3916 -1.3649 -0.4 -0.4 0.0
C 1.7505 -1.1423 2.6842 -0.1 0.0 -0.1
C 1.2080 0.7611 1.1338 0.1 0.3 0.3
H 0.6911 1.1869 2.0037 0.1 -0.1 -0.1
H 2.3236 -0.3406 -1.3972 0.0 0.0 -0.1
H 3.0509 1.2421 0.0507 -0.1 0.0 0.0
H -2.2137 0.3967 0.5319 0.1 0.0 0.1
H -1.3787 3.1907 -1.4515 0.1 -0.1 0.2
H -2.7656 2.2492 -3.2853 0.0 0.0 -0.1
H 2.7095 -4.3040 1.9857 0.0 -0.1 0.0
H -4.1289 -1.0756 0.0852 0.0 -0.1 0.1
H -0.0198 0.2833 -1.9591 0.0 -0.1 0.1
H -5.3858 -0.8868 -2.0338 -0.1 0.0 0.0
H 1.5830 -0.4824 3.5222 0.0 0.1 0.1
H -0.6128 -0.8321 -0.7145 0.1 0.1 -0.1
H 2.3144 -2.8025 3.9038 0.0 0.0 0.1
H 2.2361 2.6353 0.8095 0.1 -0.1 -0.1
H 2.3447 -3.4873 -0.3125 0.0 -0.1 -0.1
H 1.3746 -1.7770 -1.7812 0.0 0.0 0.0
```
Forces are in eV/Å.

The value obtained for the HOMO energy is -8.97 eV. The max |F| comes out at 0.77 eV/A. The calculation puts the LUMO energy at 0.48 eV. Its structure (SMILES) is N#CC[C@@H]1c2ccccc2CCN1C(=O)Nc1cccc(Cl)c1. The orbital gap comes out at 9.4546 eV. Its charge is 0. The total energy comes out at -1395.26171 a.u.

Löwdin population analysis, charges in e, atoms 1 to 5: 0.6781, 0.0740, 0.0090, 0.1303, 0.1666

This record from OMol25 describes C18H16ClNO in the gas phase at a distorted geometry. The level of theory is the ωB97M-V functional and the def2-TZVPD basis.

The geometry in XYZ format:
```
37
Properties=species:S:1:pos:R:3:forces:R:3
Cl 1.7749 -0.8747 2.2273 -0.2 0.2 1.1
O 0.6967 2.2965 2.3669 1.4 4.0 0.4
N -0.7443 -0.3824 -0.7691 0.1 -0.7 -0.1
C -2.8249 -1.6227 -0.0360 -2.0 -1.7 -0.9
C -1.8108 0.1206 1.0961 1.7 0.9 3.8
C -2.7139 -0.0297 2.1501 0.3 1.1 0.7
C -3.7670 -0.9271 2.0629 -0.3 1.3 1.2
C 0.2535 1.2152 2.2673 -1.1 -0.9 -1.2
C 2.2066 0.3343 -1.3684 1.2 -3.4 -0.7
C -0.5317 0.8199 1.0759 -0.8 -0.1 0.1
C -3.8391 -1.7394 0.9525 1.8 -0.5 -1.6
C 1.5636 2.4781 -0.5220 1.5 -1.4 -0.8
C 1.3492 1.0780 -0.6326 -2.6 2.1 0.7
C 0.7313 0.2416 3.2765 1.2 -0.6 0.2
C -0.0023 -2.5337 -2.0059 -1.5 -0.3 1.4
C 0.0496 0.5808 -0.1463 -0.6 -1.1 1.3
C -0.4487 -1.0136 -2.0154 0.8 -1.8 0.0
C 3.5641 2.3346 -1.9660 0.2 -3.0 0.6
C 3.2863 0.8891 -1.9836 2.1 0.9 -1.0
C 2.6865 3.0484 -1.1432 -0.6 0.6 -0.6
C -1.8424 -0.7208 0.0517 1.8 1.6 -1.8
H 2.2149 -0.8367 -1.4834 -0.7 2.5 0.6
H 3.9044 0.0354 -2.4236 -0.2 2.1 0.1
H 0.1700 -2.9869 -2.9916 -0.3 0.6 0.0
H -2.7729 -2.1867 -0.9601 -0.7 -0.7 0.2
H -4.4738 -2.5864 0.8126 -0.9 0.0 0.2
H 0.2019 -0.3789 -2.5526 1.2 0.4 -0.4
H -2.5664 0.6085 3.0572 -0.4 -0.6 -0.9
H 1.3647 0.8110 4.0391 -0.9 -1.2 -1.1
H 0.8992 -2.7331 -1.4304 0.1 0.2 0.2
H 4.5259 2.6726 -2.4407 -1.5 0.1 0.5
H -4.5091 -0.8135 2.8787 0.4 -0.9 -0.7
H -1.2870 -0.9949 -2.6215 -2.2 0.0 -1.1
H 0.9653 3.1715 0.0312 -0.7 -0.3 0.2
H -0.8432 -3.1597 -1.4912 1.5 1.1 -0.9
H 2.6395 4.1341 -1.0372 0.9 -0.2 -0.2
H -0.0704 -0.3492 3.6746 -0.1 -0.5 0.5
```
Forces are in eV/Å.

The value obtained for the HOMO energy is -7.81 eV. The max |F| comes out at 4.30 eV/A. The calculation puts the LUMO energy at 0.37 eV. Its structure (SMILES) is CCn1c(-c2ccccc2)c(C(=O)CCl)c2ccccc21. The orbital gap comes out at 8.1867 eV. Its charge is 0. The total energy comes out at -1285.62268 a.u.

Löwdin population analysis, charges in e, atoms 1 to 5: 0.5902, 0.1189, 0.0322, -0.0140, -0.1317